<1>
Density functional theory data (ωB97M-V with the def2-TZVPD basis set) for a cluster of 2 separate species, C16H17N in total.

Each line ends with the Löwdin charge.
Element x y z (Å)
C (-4.16, -2.89, -0.15)  -0.05
C (-3.80, -1.53, -0.67)  -0.22
C (-4.48, -0.81, -1.58)  -0.07
N (-3.79, 0.35, -1.90)  0.06
C (-2.69, 0.48, -1.06)  -0.21
C (-1.80, 1.55, -0.94)  -0.01
C (-0.92, 1.40, 0.16)  -0.11
C (-0.96, 0.34, 1.07)  -0.10
C (-1.79, -0.76, 0.82)  -0.03
C (-2.70, -0.65, -0.21)  -0.14
H (-5.09, -2.84, 0.39)  0.07
H (-3.38, -3.24, 0.56)  0.07
H (-4.10, -3.70, -0.90)  0.08
H (-5.47, -0.93, -2.02)  0.12
H (-4.12, 1.10, -2.47)  0.14
H (-1.75, 2.46, -1.51)  0.10
H (-0.37, 2.32, 0.35)  0.10
H (-0.46, 0.50, 2.01)  0.10
H (-1.76, -1.60, 1.50)  0.10
C (4.33, -0.36, 2.28)  -0.06
C (3.75, 0.27, 1.05)  -0.29
C (3.52, -0.50, -0.10)  -0.05
C (3.21, 0.07, -1.33)  -0.07
C (2.77, 1.38, -1.26)  -0.12
C (3.00, 2.21, -0.19)  -0.10
C (3.49, 1.63, 1.00)  -0.06
H (3.67, -0.91, 2.96)  0.08
H (4.85, 0.38, 2.88)  0.07
H (5.07, -1.10, 1.95)  0.07
H (3.78, -1.56, 0.01)  0.11
H (3.11, -0.56, -2.19)  0.09
H (2.29, 1.97, -2.05)  0.10
H (2.82, 3.27, -0.18)  0.10
H (3.94, 2.29, 1.74)  0.11

Results
Lowest unoccupied orbital energy, eV: 0.971
Molecular weight, Da: 223.32
Orbital gap, eV: 8.67
SMILES: Cc1c[nH]c2ccccc12.Cc1ccccc1
HOMO level, eV: -7.70
Spin multiplicity: 1

***

<2>
Density functional theory data (ωB97M-V with the def2-TZVPD basis set) for a cluster of 2 separate species, C16H17N in total.

Each line ends with the Löwdin charge.
Element x y z (Å)
C (2.92, 1.56, 1.15)  -0.04
C (1.66, 1.05, 1.82)  -0.21
C (1.77, 0.29, 2.95)  -0.07
N (0.52, -0.13, 3.37)  0.07
C (-0.42, 0.40, 2.52)  -0.23
C (-1.81, 0.31, 2.51)  -0.04
C (-2.51, 0.92, 1.50)  -0.11
C (-1.83, 1.81, 0.66)  -0.12
C (-0.46, 1.95, 0.64)  -0.02
C (0.25, 1.18, 1.57)  -0.15
H (3.43, 2.26, 1.80)  0.07
H (2.72, 1.91, 0.14)  0.07
H (3.59, 0.71, 1.05)  0.07
H (2.58, 0.16, 3.64)  0.12
H (0.34, -0.70, 4.17)  0.15
H (-2.31, -0.35, 3.22)  0.11
H (-3.56, 0.73, 1.39)  0.10
H (-2.44, 2.35, -0.05)  0.10
H (0.09, 2.59, -0.03)  0.11
C (1.68, -1.74, -3.12)  -0.06
C (0.31, -1.52, -2.57)  -0.28
C (-0.02, -1.87, -1.26)  -0.05
C (-1.22, -1.43, -0.69)  -0.09
C (-2.15, -0.74, -1.43)  -0.10
C (-1.86, -0.46, -2.76)  -0.09
C (-0.65, -0.81, -3.31)  -0.06
H (1.72, -1.41, -4.15)  0.07
H (2.02, -2.77, -3.05)  0.08
H (2.43, -1.12, -2.63)  0.08
H (0.63, -2.51, -0.68)  0.11
H (-1.35, -1.66, 0.36)  0.10
H (-3.16, -0.58, -1.08)  0.10
H (-2.58, 0.05, -3.38)  0.10
H (-0.33, -0.43, -4.27)  0.10

Results
Lowest unoccupied orbital energy, eV: 0.867
Molecular weight, Da: 223.32
Orbital gap, eV: 8.58
SMILES: Cc1c[nH]c2ccccc12.Cc1ccccc1
HOMO level, eV: -7.72
Spin multiplicity: 1

***

Energy above the most stable structure, in kJ/mol: <1> 58.8; <2> 0.0

***

<1>
Density functional theory data (ωB97M-V with the def2-TZVPD basis set) for a cluster of 2 separate species, C16H17N in total.

Each line ends with the Löwdin charge.
Element x y z (Å)
C (2.93, 3.07, -2.27)  -0.04
C (2.57, 1.60, -1.93)  -0.23
C (3.52, 0.86, -1.31)  -0.05
N (2.91, -0.34, -0.84)  0.07
C (1.67, -0.50, -1.60)  -0.12
C (0.64, -1.53, -1.43)  -0.05
C (-0.58, -1.35, -2.01)  -0.12
C (-0.75, -0.05, -2.50)  -0.14
C (0.16, 0.95, -2.58)  -0.08
C (1.45, 0.81, -2.19)  -0.17
H (4.01, 3.29, -2.28)  0.08
H (2.21, 3.76, -1.78)  0.08
H (2.49, 3.39, -3.17)  0.04
H (4.57, 1.04, -1.05)  0.12
H (3.28, -1.16, -0.55)  0.08
H (1.08, -2.43, -0.83)  0.13
H (-1.43, -2.12, -1.84)  0.13
H (-1.81, 0.13, -2.83)  0.11
H (-0.13, 1.96, -2.99)  0.14
C (-2.89, -2.73, 1.80)  -0.06
C (-2.38, -1.39, 2.28)  -0.30
C (-1.35, -1.26, 3.23)  -0.07
C (-0.76, -0.07, 3.60)  -0.10
C (-1.46, 1.11, 3.23)  -0.08
C (-2.65, 1.01, 2.46)  -0.07
C (-2.92, -0.23, 1.85)  -0.09
H (-3.12, -3.30, 2.74)  0.09
H (-2.24, -3.30, 1.11)  0.07
H (-3.85, -2.64, 1.15)  0.10
H (-0.69, -2.15, 3.59)  0.14
H (0.14, 0.16, 4.13)  0.09
H (-1.25, 2.16, 3.46)  0.09
H (-3.24, 1.86, 2.12)  0.10
H (-3.63, -0.08, 1.10)  0.09

Results
Lowest unoccupied orbital energy, eV: 0.859
Molecular weight, Da: 223.32
Orbital gap, eV: 8.84
SMILES: Cc1c[nH]c2ccccc12.Cc1ccccc1
HOMO level, eV: -7.98
Spin multiplicity: 1

***

<2>
Density functional theory data (ωB97M-V with the def2-TZVPD basis set) for a cluster of 2 separate species, C16H17N in total.

Each line ends with the Löwdin charge.
Element x y z (Å)
C (-1.88, 2.20, -0.24)  -0.04
C (-1.20, 1.76, -1.49)  -0.22
C (-1.11, 2.41, -2.68)  -0.06
N (-0.64, 1.55, -3.66)  0.07
C (-0.58, 0.29, -3.14)  -0.22
C (-0.42, -0.94, -3.79)  -0.02
C (-0.48, -2.07, -3.01)  -0.10
C (-0.66, -1.99, -1.61)  -0.10
C (-0.92, -0.78, -0.99)  -0.03
C (-0.96, 0.37, -1.79)  -0.13
H (-2.88, 1.78, -0.13)  0.09
H (-2.10, 3.26, -0.22)  0.08
H (-1.30, 1.95, 0.65)  0.05
H (-1.17, 3.47, -2.86)  0.12
H (-0.82, 1.75, -4.63)  0.15
H (-0.32, -0.98, -4.87)  0.11
H (-0.32, -3.06, -3.41)  0.10
H (-0.34, -2.85, -1.05)  0.10
H (-1.11, -0.77, 0.06)  0.08
C (0.16, 1.62, 3.54)  -0.04
C (0.68, 0.23, 3.24)  -0.27
C (0.77, -0.33, 1.97)  -0.05
C (1.62, -1.41, 1.75)  -0.09
C (2.44, -1.92, 2.73)  -0.09
C (2.24, -1.43, 4.03)  -0.10
C (1.30, -0.45, 4.30)  -0.06
H (0.96, 2.31, 3.79)  0.08
H (-0.53, 1.48, 4.37)  0.08
H (-0.42, 1.99, 2.69)  0.05
H (-0.01, -0.08, 1.27)  0.06
H (1.65, -1.79, 0.73)  0.10
H (3.19, -2.69, 2.65)  0.10
H (2.71, -2.04, 4.80)  0.10
H (1.36, -0.07, 5.31)  0.11

Results
Lowest unoccupied orbital energy, eV: 0.890
Molecular weight, Da: 223.32
Orbital gap, eV: 8.89
SMILES: Cc1c[nH]c2ccccc12.Cc1ccccc1
HOMO level, eV: -8.00
Spin multiplicity: 1

***

Energy above the most stable structure, in kJ/mol: <1> 207.2; <2> 0.0

***

<1>
Density functional theory data (ωB97M-V with the def2-TZVPD basis set) for the ion C4H13N2S with charge +1.

Each line ends with the Löwdin charge.
Element x y z (Å)
N (-1.79, -0.94, 1.96)  -0.01
C (-0.70, -1.26, 1.04)  -0.24
C (-0.08, 0.12, 0.55)  -0.29
N (-1.15, 1.02, 0.05)  0.20
C (0.72, -0.37, -0.73)  -0.23
C (1.18, 0.88, -1.52)  -0.56
S (2.75, 0.66, -2.49)  0.74
H (-2.54, -1.61, 2.07)  0.08
H (-1.49, -0.69, 2.91)  0.10
H (-0.99, -2.03, 0.20)  0.15
H (0.26, -1.79, 1.47)  0.15
H (0.65, 0.52, 1.32)  0.18
H (-0.82, 1.96, 0.32)  0.19
H (-1.99, 0.53, 0.37)  0.14
H (-1.28, 1.12, -1.01)  0.19
H (0.14, -1.07, -1.43)  0.15
H (1.63, -0.90, -0.44)  0.10
H (1.39, 1.72, -0.85)  0.07
H (0.48, 1.20, -2.24)  0.03
H (3.63, 0.94, -1.54)  -0.15

Results
Lowest unoccupied orbital energy, eV: -3.428
Molecular weight, Da: 121.23
Orbital gap, eV: 9.00
SMILES: NC[C@H]([NH3+])CCS
HOMO level, eV: -12.43
Total charge: +1
Spin multiplicity: 1

***

<2>
Density functional theory data (ωB97M-V with the def2-TZVPD basis set) for a cluster of 2 separate species, C4H13N2S in total.

Each line ends with the Löwdin charge.
Element x y z (Å)
C (1.49, -0.40, -0.20)  -0.35
C (1.43, 0.86, 0.66)  -0.61
S (1.12, 2.25, -0.40)  0.75
N (0.87, -1.56, 0.52)  -0.01
H (0.96, -0.25, -1.15)  0.07
H (2.57, -0.51, -0.47)  0.13
H (0.65, 0.68, 1.37)  0.05
H (2.36, 0.97, 1.19)  0.08
H (0.61, 3.08, 0.54)  -0.12
H (1.06, -2.41, 0.03)  0.07
H (1.23, -1.72, 1.46)  0.09
C (-2.54, -0.77, 0.92)  -0.03
C (-1.79, -1.76, -1.17)  0.18
N (-1.82, -0.78, -0.33)  -0.02
H (-3.45, -0.18, 0.84)  0.11
H (-1.85, -0.36, 1.70)  0.10
H (-2.69, -1.78, 1.37)  0.12
H (-2.12, -2.71, -0.72)  0.13
H (-1.38, -1.71, -2.16)  0.12
H (-0.87, -0.32, -0.33)  0.13

Results
Lowest unoccupied orbital energy, eV: -5.549
Molecular weight, Da: 121.23
Orbital gap, eV: 6.85
HOMO level, eV: -12.40
Total charge: +1
Spin multiplicity: 1

***

Energy above the most stable structure, in kJ/mol: <1> 0.0; <2> 79.8

***

<1>
Density functional theory data (ωB97M-V with the def2-TZVPD basis set) for a structure of composition C4H13N2S.

Each line ends with the Löwdin charge.
Element x y z (Å)
C (-2.44, 1.29, 0.31)  -0.05
C (0.98, -1.11, -1.28)  -0.06
C (-1.47, 0.13, 0.16)  -0.18
C (0.98, -0.42, 0.05)  -0.63
N (1.03, -1.22, 1.15)  0.12
N (-0.06, 0.63, 0.18)  0.03
S (2.76, 1.02, -0.03)  0.57
H (-2.29, 1.81, 1.25)  0.09
H (-2.34, 2.00, -0.51)  0.09
H (-3.46, 0.91, 0.30)  0.10
H (0.84, -0.40, -2.09)  0.10
H (0.21, -1.87, -1.32)  0.10
H (1.94, -1.60, -1.44)  0.09
H (-1.63, -0.37, -0.80)  0.13
H (-1.59, -0.59, 0.97)  0.14
H (1.17, -0.78, 2.05)  0.12
H (1.58, -2.06, 1.05)  0.13
H (0.09, 1.14, 1.06)  0.17
H (0.07, 1.32, -0.57)  0.16
H (3.63, 0.15, -0.51)  -0.21

Results
Lowest unoccupied orbital energy, eV: -3.721
Molecular weight, Da: 121.23
Orbital gap, eV: 9.24
HOMO level, eV: -12.96
Total charge: +1
Spin multiplicity: 1

***

<2>
Density functional theory data (ωB97M-V with the def2-TZVPD basis set) for a cluster of 2 separate species, C4H13N2S in total.

Each line ends with the Löwdin charge.
Element x y z (Å)
C (2.22, -0.86, 1.03)  0.01
C (1.85, 0.45, 0.93)  -0.26
N (1.92, 1.20, -0.30)  -0.01
H (2.53, -1.41, 0.11)  0.08
H (2.17, -1.35, 2.00)  0.06
H (1.48, 1.01, 1.81)  0.12
H (2.66, 0.83, -0.91)  0.12
H (2.09, 2.18, -0.13)  0.11
C (-1.69, 0.41, -0.62)  -0.24
C (-1.75, -0.92, 0.14)  -0.56
S (-3.18, -0.93, 1.29)  0.74
N (-0.50, 0.45, -1.52)  0.13
H (-1.60, 1.26, 0.07)  0.13
H (-2.58, 0.51, -1.23)  0.12
H (-0.82, -1.00, 0.76)  0.07
H (-1.80, -1.76, -0.53)  0.07
H (-2.50, -1.46, 2.34)  -0.12
H (-0.61, 1.18, -2.24)  0.17
H (-0.36, -0.47, -2.01)  0.18
H (0.46, 0.68, -1.00)  0.10

Results
Lowest unoccupied orbital energy, eV: -3.207
Molecular weight, Da: 121.23
Orbital gap, eV: 9.45
HOMO level, eV: -12.66
Total charge: +1
Spin multiplicity: 1

***

<3>
Density functional theory data (ωB97M-V with the def2-TZVPD basis set) for a cluster of 2 separate species, C4H13N2S in total.

Each line ends with the Löwdin charge.
Element x y z (Å)
C (-0.53, -0.50, -2.78)  -0.09
N (-0.53, -0.41, 0.84)  0.23
C (0.13, 0.14, 1.91)  -0.32
C (-0.67, 1.47, 2.26)  -0.47
S (0.37, 2.37, 3.43)  0.82
C (0.72, -1.28, -2.39)  -0.28
N (1.30, -0.78, -1.14)  0.09
H (-1.19, -0.40, -1.92)  0.06
H (-0.34, 0.48, -3.20)  0.08
H (-1.27, -1.06, 1.17)  0.13
H (1.18, 0.34, 1.68)  0.13
H (0.10, -0.44, 2.84)  0.13
H (-0.87, 2.19, 1.47)  0.08
H (-1.60, 1.17, 2.73)  0.08
H (-0.09, 3.59, 3.13)  -0.10
H (1.49, -1.34, -3.15)  0.12
H (0.36, -2.31, -2.19)  0.12
H (1.94, -1.50, -0.76)  0.11
H (0.59, -0.65, -0.40)  -0.01
H (-1.07, -1.07, -3.53)  0.08

Results
Lowest unoccupied orbital energy, eV: -8.504
Molecular weight, Da: 121.23
Orbital gap, eV: 4.77
HOMO level, eV: -13.27
Total charge: +1
Spin multiplicity: 1

***

Energy above the most stable structure, in kJ/mol: <1> 5.5; <2> 0.0; <3> 477.7

***

<1>
Density functional theory data (ωB97M-V with the def2-TZVPD basis set) for the ion C11H20N3 with charge +1.

Each line ends with the Löwdin charge.
Element x y z (Å)
C (-2.67, 0.43, 2.07)  -0.07
C (-2.37, -0.52, 1.01)  -0.18
N (-0.88, -0.53, 0.85)  0.02
N (0.40, -0.26, 1.36)  0.23
C (1.11, 0.15, 0.30)  -0.13
C (2.66, 0.11, 0.05)  -0.59
C (2.92, -1.39, -0.27)  -0.04
C (3.37, 0.59, 1.24)  -0.05
C (3.21, 0.82, -1.17)  -0.06
C (0.28, 0.32, -0.91)  0.14
N (-0.90, -0.01, -0.38)  -0.02
C (-2.36, -0.11, -0.55)  -0.36
C (-3.30, 1.13, -0.57)  -0.01
C (-2.44, -1.30, -1.52)  0.01
H (-2.53, 1.56, 1.92)  0.11
H (-2.15, 0.20, 3.06)  0.13
H (-3.74, 0.40, 2.32)  0.09
H (-2.78, -1.48, 1.09)  0.14
H (2.72, -1.92, 0.65)  0.09
H (2.32, -1.81, -1.12)  0.11
H (3.98, -1.39, -0.59)  0.09
H (3.02, -0.03, 2.14)  0.12
H (3.32, 1.58, 1.40)  0.05
H (4.45, 0.26, 1.04)  0.13
H (4.22, 0.40, -1.37)  0.10
H (3.23, 1.90, -1.03)  0.09
H (2.68, 0.74, -2.13)  0.08
H (0.24, 0.84, -1.76)  0.11
H (-3.56, 1.47, -1.64)  0.11
H (-2.98, 2.04, 0.07)  0.11
H (-4.27, 0.65, -0.18)  0.12
H (-1.79, -2.13, -1.08)  0.12
H (-2.00, -1.00, -2.46)  0.08
H (-3.39, -1.70, -1.85)  0.09

Results
Lowest unoccupied orbital energy, eV: -3.739
Molecular weight, Da: 194.30
Orbital gap, eV: 10.13
SMILES: C[C@@H]1n2nc(C(C)(C)C)c[n+]2C1(C)C
HOMO level, eV: -13.87
Total charge: +1
Spin multiplicity: 1

***

<2>
Density functional theory data (ωB97M-V with the def2-TZVPD basis set) for the ion C11H20N3 with charge +1.

Each line ends with the Löwdin charge.
Element x y z (Å)
C (-2.10, 2.91, -0.40)  0.03
C (-0.97, 1.88, -0.23)  -0.21
N (0.22, 2.40, -0.25)  0.19
C (1.23, 1.60, -0.09)  -0.29
N (2.45, 2.15, -0.25)  0.20
C (1.18, 0.12, 0.17)  -0.06
C (2.38, -0.83, 0.26)  -0.34
C (2.90, -0.95, -1.21)  -0.06
C (3.57, -0.39, 1.19)  -0.04
C (-0.15, -0.33, 0.17)  0.04
N (-1.16, 0.53, -0.01)  0.01
C (-2.52, -0.05, 0.00)  -0.39
C (-3.01, 0.12, 1.45)  -0.04
C (-2.67, -1.46, -0.35)  -0.08
H (-3.02, 2.69, -0.08)  0.02
H (-2.10, 3.06, -1.47)  0.10
H (-1.82, 3.88, 0.04)  0.11
H (3.25, 1.64, 0.12)  0.10
H (2.45, 3.14, -0.55)  0.15
H (1.89, -1.73, 0.60)  0.12
H (2.63, 0.03, -1.66)  0.07
H (2.41, -1.74, -1.82)  0.08
H (4.05, -1.26, -1.21)  0.13
H (4.10, -1.21, 1.60)  0.08
H (2.99, 0.09, 2.04)  0.11
H (4.27, 0.19, 0.72)  0.03
H (-0.52, -1.34, 0.28)  0.13
H (-3.12, 0.61, -0.77)  0.19
H (-4.13, -0.11, 1.51)  0.12
H (-2.56, -0.47, 2.26)  0.08
H (-2.89, 1.24, 1.72)  0.11
H (-2.35, -2.12, 0.49)  0.11
H (-2.11, -1.70, -1.26)  0.11
H (-3.67, -1.75, -0.51)  0.09

Results
Lowest unoccupied orbital energy, eV: -3.172
Molecular weight, Da: 194.30
Orbital gap, eV: 9.63
SMILES: Cc1nc(=[NH2+])c(C(C)C)cn1C(C)C
HOMO level, eV: -12.80
Total charge: +1
Spin multiplicity: 1

***

Energy above the most stable structure, in kJ/mol: <1> 384.7; <2> 0.0